Entry from the Open Molecules 2025 dataset: a molecular structure, C20H28N3S3SeSi2Tc in a non-equilibrium geometry (ωB97M-V with the def2-TZVPD basis set).

Geometry as ORCA input:
```
! wB97M-V def2-TZVPD RIJCOSX def2/J DEFGRID3
* xyz -1 4
Tc 1.069 -0.271 -0.659
C -3.207 -1.775 0.776
Si -1.355 -1.861 0.516
C -1.081 -1.336 -1.283
C -0.341 -3.481 0.682
C -1.064 -4.697 0.760
C -0.514 -5.923 0.452
C 0.877 -6.049 0.321
C 1.621 -4.871 0.255
C 1.067 -3.566 0.393
Si 2.361 -2.140 0.132
C 3.405 -1.820 1.643
C 3.608 -2.668 -1.222
H -3.725 -2.704 0.406
H -3.616 -0.885 0.242
H -3.513 -1.565 1.827
H -1.803 -1.705 -1.991
H -0.005 -1.582 -1.628
H -1.107 -0.182 -1.325
H -2.111 -4.646 1.019
H -1.162 -6.820 0.418
H 1.368 -7.012 0.137
H 2.691 -4.883 0.176
H 4.478 -1.671 1.352
H 3.346 -2.649 2.366
H 3.038 -0.898 2.124
H 4.362 -3.373 -0.774
H 4.065 -1.743 -1.575
H 3.116 -3.169 -2.049
S 2.453 -0.071 -2.634
C 2.926 1.287 -1.713
N 2.316 1.393 -0.541
C 2.236 2.786 -0.156
C 1.652 3.380 0.987
C 1.712 4.807 1.067
C 2.449 5.619 0.183
C 3.132 4.965 -0.862
C 3.036 3.583 -1.026
S 3.737 2.783 -2.374
H 1.081 2.844 1.755
H 1.081 5.361 1.788
H 2.506 6.690 0.253
H 3.673 5.478 -1.637
Se 0.130 -0.519 1.756
C -3.391 2.432 1.577
N -2.443 1.935 0.556
C -2.485 2.335 -0.754
S -1.234 2.112 -1.859
N -3.601 3.085 -1.128
C -4.956 2.774 -0.846
H -2.903 2.309 2.556
H -4.339 1.845 1.540
H -3.578 3.492 1.442
H -1.600 1.484 0.912
H -3.439 3.587 -2.027
H -5.322 3.336 0.015
H -5.135 1.699 -0.647
H -5.562 3.132 -1.674
*
```

Values from the calculation:
LUMO energy (spin up / spin down), eV: 2.385 / 2.380
Relative energy (zero: lowest compared OMol25 entry of this formula, charge and spin), kcal per mole: 9.18
E_HOMO (spin up / spin down), eV: -1.50 / -3.08
Kohn-Sham gap (spin up / spin down), eV: 3.89 / 5.46

Partial atomic charges computed with the Mulliken method, in multiples of e: 0.4789 -0.9436 0.8026 -0.6390 0.3217 -0.6873 -0.5252 -0.6450 -0.4698 0.2188 0.8107 -1.2400 -1.4070 0.3431 0.1080 0.3213 0.5537 0.4151 -0.5263 0.3176 0.3039 0.3361 0.2947 0.3118 0.3277 0.2908 0.2803 0.4217 0.3021 -0.4553 0.5641 -0.1285 -0.3839 -0.5036 -0.3217 -0.6683 -0.4472 0.7511 -0.2960 0.3304 0.2686 0.3928 0.3163 -0.9438 -1.1320 0.3651 0.3271 -0.4925 -0.1983 -0.9588 0.3286 0.2859 0.4115 -0.0874 0.3045 0.2852 0.2519 0.3564


Entry from the Open Molecules 2025 dataset: 2 unconnected molecules or ions with the total composition C20H28N4O7S in a non-equilibrium geometry (ωB97M-V with the def2-TZVPD basis set).

Geometry as ORCA input:
```
! wB97M-V def2-TZVPD RIJCOSX def2/J DEFGRID3
* xyz 0 1
O -0.533 -3.514 -0.082
C 0.187 -2.531 -0.081
N 1.431 -2.689 0.451
C 2.316 -1.657 0.451
O 3.437 -1.903 0.857
N 1.945 -0.389 0.033
C 2.875 0.727 0.140
O 3.182 1.194 -1.180
C 4.192 0.407 -1.841
C 4.317 0.871 -3.289
O 3.020 0.845 -3.886
C 0.644 -0.166 -0.433
C -0.251 -1.207 -0.523
S -1.877 -0.919 -1.148
C -1.694 -1.463 -2.816
C -2.296 -2.656 -3.236
C -2.179 -3.078 -4.567
C -1.458 -2.307 -5.485
C -0.852 -1.116 -5.071
C -0.970 -0.698 -3.740
H 1.776 -3.623 0.610
H 3.793 0.432 0.662
H 2.429 1.533 0.727
H 3.927 -0.655 -1.831
H 5.156 0.519 -1.334
H 5.003 0.219 -3.841
H 4.720 1.889 -3.315
H 2.400 1.293 -3.281
H 0.340 0.831 -0.746
H -2.850 -3.254 -2.519
H -2.648 -4.005 -4.883
H -1.365 -2.635 -6.517
H -0.287 -0.518 -5.780
H -0.504 0.229 -3.425
C -2.525 -2.431 2.513
N -1.686 -1.259 2.757
C -2.024 -0.004 2.439
O -3.126 0.295 1.978
C -0.964 1.085 2.636
N -1.292 2.263 1.815
C -0.407 3.103 1.291
C -0.951 4.203 0.410
O 0.797 2.997 1.475
C -0.793 1.465 4.117
C -2.074 1.956 4.793
O -0.345 0.343 4.842
H -3.436 -2.369 3.110
H -2.799 -2.474 1.457
H -1.982 -3.342 2.772
H -0.803 -1.393 3.229
H -0.012 0.677 2.298
H -2.267 2.372 1.571
H -1.492 3.763 -0.425
H -1.622 4.834 0.990
H -0.122 4.801 0.035
H -0.036 2.246 4.191
H -1.859 2.244 5.822
H -2.834 1.174 4.789
H -2.456 2.829 4.263
H -0.212 0.619 5.753
*
```

Values from the calculation:
LUMO energy, eV: 0.278
E_HOMO, eV: -8.86
Kohn-Sham gap, eV: 9.14
SMILES: O=c1[nH]c(=O)n(COCCO)cc1Sc1ccccc1.CNC(=O)[C@@H](NC(C)=O)[C@@H](C)O

Partial atomic charges computed with the Mulliken method, in multiples of e: -0.6779 0.0928 0.0027 0.4397 -0.6847 0.3248 -0.7820 -0.3529 -0.2343 -0.5495 -0.4958 -0.4411 0.0909 0.0457 0.3270 -0.2728 -0.5826 -0.3897 -0.6287 -0.1638 0.2914 0.4346 0.2477 0.1882 0.3372 0.3731 0.2937 0.3120 0.6282 0.3833 0.3717 0.3673 0.3905 0.3260 -0.8818 0.1307 -0.1906 -0.6906 0.9685 0.0012 0.7436 -1.4487 -0.6700 -0.1342 -1.4431 -0.5727 0.2897 0.2588 0.3556 0.2909 -0.3948 0.2912 0.3440 0.3875 0.3626 0.5145 0.4911 0.2877 0.3220 0.3747


Entry from the Open Molecules 2025 dataset: a molecular structure, C20H28N6ORu (ωB97M-V with the def2-TZVPD basis set).

Geometry as ORCA input:
```
! wB97M-V def2-TZVPD RIJCOSX def2/J DEFGRID3
* xyz 2 5
Ru 0.131 -0.671 0.329
C -3.597 0.561 2.056
C -2.312 0.456 1.302
N -1.619 -0.746 1.240
C -1.773 -1.716 2.308
C -0.659 -1.459 3.324
N 0.652 -1.297 2.648
C 1.489 -2.506 2.642
C 1.059 -3.447 1.534
N 1.005 -2.750 0.225
C 2.326 -2.616 -0.456
C 2.991 -1.272 -0.196
N 2.001 -0.216 -0.434
C 2.344 0.934 -0.886
C 3.738 1.349 -1.229
C 0.071 2.044 -0.874
C -0.177 3.487 -0.622
C -1.252 3.847 0.142
C -2.083 2.879 0.708
C -1.692 1.508 0.672
N -0.455 1.171 0.091
H -4.250 -0.283 1.828
H -4.136 1.466 1.793
H -3.433 0.574 3.137
H -1.712 -2.723 1.893
H -2.739 -1.640 2.807
H -0.614 -2.256 4.072
H -0.875 -0.526 3.847
H 1.163 -0.556 3.112
H 1.434 -3.035 3.598
H 2.529 -2.206 2.510
H 0.059 -3.829 1.737
H 1.731 -4.307 1.484
H 0.426 -3.324 -0.381
H 2.152 -2.725 -1.527
H 2.997 -3.423 -0.151
H 3.870 -1.175 -0.834
H 3.329 -1.192 0.839
H 4.370 1.296 -0.340
H 3.742 2.365 -1.608
H 4.164 0.683 -1.980
H 0.489 4.192 -1.096
H -1.466 4.896 0.298
H -2.964 3.169 1.259
O 1.479 1.925 -1.123
N -0.564 1.649 -2.283
C -1.671 2.280 -2.702
C -2.309 1.899 -3.864
C -1.795 0.851 -4.607
C -0.652 0.200 -4.156
C -0.062 0.617 -2.988
H -2.019 3.096 -2.090
H -3.194 2.434 -4.175
H -2.274 0.542 -5.527
H -0.215 -0.619 -4.708
H 0.824 0.144 -2.597
*
```

Values from the calculation:
LUMO energy (spin up / spin down), eV: -6.075 / -7.617
E_HOMO (spin up / spin down), eV: -11.84 / -13.81
Kohn-Sham gap (spin up / spin down), eV: 5.76 / 6.19

Partial atomic charges computed with the Mulliken method, in multiples of e: 0.4032 -1.9489 0.8111 -0.0045 -0.7709 -0.7269 -0.0317 -0.7745 -0.7601 -0.0168 -0.8424 -0.7951 0.3675 0.7193 -1.6792 0.7329 -1.2673 -0.5447 -0.6742 0.0855 0.0856 0.4416 0.4991 0.3439 0.2567 0.4197 0.3893 0.4213 0.2200 0.4654 0.3677 0.3745 0.4297 0.2441 0.4333 0.3238 0.5401 0.2042 0.3842 0.3741 0.4349 0.5068 0.4381 0.4203 -0.2488 0.2802 0.2444 -0.8874 -0.1803 -0.9313 0.1824 0.4453 0.4529 0.4506 0.4739 0.4173


Entry from the Open Molecules 2025 dataset: a single C20H28O5 molecule (ωB97M-V with the def2-TZVPD basis set).

Geometry as ORCA input:
```
! wB97M-V def2-TZVPD RIJCOSX def2/J DEFGRID3
* xyz 0 1
C -0.938 -2.392 -1.226
C -2.198 -2.243 -0.863
C -3.202 -1.411 -1.605
C -3.930 -0.488 -0.665
C -5.255 -0.694 -0.334
C -5.933 0.141 0.550
C -7.372 -0.120 0.880
C -5.242 1.204 1.102
C -3.911 1.433 0.789
C -3.242 0.592 -0.089
O -1.938 0.735 -0.460
C -1.154 1.730 0.158
C 0.286 1.535 -0.308
C 0.867 0.238 0.248
C 2.240 -0.070 -0.349
C 3.280 0.937 0.118
O 3.470 1.238 1.265
O 3.957 1.433 -0.916
C 4.983 2.387 -0.628
C 4.406 3.783 -0.440
C 2.717 -1.459 0.067
O 2.024 -2.310 0.552
O 4.013 -1.601 -0.209
C 4.628 -2.841 0.155
C 5.019 -2.851 1.625
H -0.246 -2.997 -0.665
H -0.547 -1.909 -2.107
H -2.576 -2.734 0.024
H -3.928 -2.072 -2.088
H -2.691 -0.828 -2.374
H -5.781 -1.529 -0.775
H -7.749 0.618 1.584
H -7.489 -1.110 1.319
H -7.983 -0.082 -0.022
H -5.741 1.872 1.789
H -3.407 2.276 1.237
H -1.513 2.730 -0.130
H -1.208 1.637 1.251
H 0.882 2.389 0.017
H 0.290 1.504 -1.400
H 0.190 -0.588 0.022
H 0.969 0.312 1.332
H 2.210 -0.045 -1.442
H 5.513 2.072 0.276
H 5.654 2.349 -1.487
H 5.213 4.494 -0.292
H 3.832 4.074 -1.317
H 3.757 3.801 0.432
H 5.505 -2.921 -0.490
H 3.930 -3.657 -0.059
H 5.666 -2.006 1.846
H 5.543 -3.773 1.858
H 4.129 -2.783 2.246
*
```

Values from the calculation:
LUMO energy, eV: 0.836
Relative energy (zero: lowest compared OMol25 entry of this formula, charge and spin), kcal per mole: 0.70
E_HOMO, eV: -8.13
Kohn-Sham gap, eV: 8.97
SMILES: C=CCc1cc(C)ccc1OCCCC(C(=O)OCC)C(=O)OCC

Partial atomic charges computed with the Mulliken method, in multiples of e: -0.9552 0.0544 -0.9030 0.7839 -0.8476 0.5990 -1.3935 -1.0624 -0.6844 0.9265 -0.2521 -0.9154 -0.6200 -0.4926 1.1302 -0.1097 -0.5999 -0.3347 -0.2321 -1.1171 0.0393 -0.5849 -0.3017 -0.2958 -1.1119 0.3509 0.2637 0.3561 0.4227 0.2248 0.3597 0.3584 0.3185 0.3244 0.3145 0.3640 0.4845 0.5469 0.3867 0.3334 0.0120 0.3079 0.2571 0.2985 0.3511 0.3971 0.2867 0.2952 0.3281 0.3364 0.2923 0.3990 0.3100